Entry from the Open Molecules 2025 dataset: a molecular structure, C39H39BrN8O7PTi (ωB97M-V/def2-TZVPD).

ORCA input file:
```
! wB97M-V def2-TZVPD RIJCOSX def2/J DEFGRID3
* xyz 0 2
Ti 0.83 -1.05 1.20
O -2.36 -2.88 0.51
C -1.23 -2.63 0.19
O -0.68 -1.39 0.26
C -0.29 -3.66 -0.37
C -0.78 -4.65 -1.20
C 0.10 -5.57 -1.73
C 1.45 -5.52 -1.47
C 1.93 -4.55 -0.61
C 1.07 -3.62 -0.01
O 1.47 -2.77 0.92
N 3.40 -4.52 -0.40
O 4.05 -5.38 -0.97
O 3.86 -3.65 0.31
N -0.42 -6.63 -2.62
O -1.61 -6.62 -2.85
O 0.37 -7.44 -3.04
H -1.84 -4.70 -1.42
H 2.12 -6.23 -1.91
N -0.08 -3.78 3.15
C -0.55 -2.62 3.64
N -1.43 -2.68 4.63
C -1.81 -1.49 5.12
N -2.73 -1.52 6.10
N -1.35 -0.29 4.75
C -0.50 -0.31 3.73
N -0.08 -1.46 3.10
C 0.09 0.90 3.25
C 0.10 2.06 4.05
C 0.82 3.15 3.65
C 1.54 3.07 2.43
C 1.48 1.95 1.68
N 0.76 0.84 2.04
H -0.38 -4.62 3.61
H 0.73 -3.78 2.55
H -3.15 -2.39 6.35
H -3.07 -0.65 6.47
H -0.46 2.04 4.98
H 0.86 4.04 4.26
H 2.13 3.91 2.07
H 2.01 1.88 0.74
Br 3.19 -0.97 2.81
C 4.23 -0.29 1.36
C 5.53 0.01 1.62
C 6.36 0.47 0.57
C 5.86 0.57 -0.69
C 4.51 0.23 -0.97
C 4.01 0.27 -2.30
C 2.72 -0.08 -2.57
C 1.85 -0.43 -1.51
C 2.26 -0.45 -0.20
C 3.64 -0.17 0.07
H 5.93 -0.12 2.62
H 7.39 0.72 0.78
H 6.49 0.89 -1.51
H 4.68 0.58 -3.10
H 2.35 -0.07 -3.58
H 0.81 -0.66 -1.76
C -3.56 1.39 -3.25
C -2.76 0.60 -2.21
C -3.73 -0.24 -1.37
C -1.82 -0.36 -2.96
P -1.61 1.52 -1.04
C -0.81 2.80 -2.10
C -1.44 3.78 -2.88
C -0.70 4.71 -3.59
C 0.69 4.69 -3.55
C 1.33 3.72 -2.79
C 0.59 2.80 -2.08
C -2.62 2.56 0.17
C -3.01 1.64 1.33
C -1.66 3.62 0.71
C -3.88 3.27 -0.34
H -4.23 0.69 -3.77
H -2.90 1.83 -4.00
H -4.17 2.17 -2.82
H -4.20 -1.00 -2.01
H -4.53 0.36 -0.94
H -3.23 -0.77 -0.55
H -2.40 -0.96 -3.67
H -1.32 -1.04 -2.28
H -1.06 0.20 -3.52
H -2.52 3.83 -2.93
H -1.21 5.46 -4.18
H 1.26 5.42 -4.11
H 2.42 3.69 -2.75
H 1.09 2.05 -1.48
H -2.15 1.05 1.67
H -3.80 0.94 1.07
H -3.36 2.24 2.18
H -0.72 3.17 1.05
H -2.12 4.12 1.57
H -1.42 4.38 -0.03
H -4.64 2.57 -0.69
H -3.66 3.98 -1.14
H -4.32 3.84 0.48
*
```

Computed properties:
E_tot = -6239.13881 a.u.
LUMO (alpha / beta) = -0.881 / -0.807 eV
M = 890.53 g mol⁻¹
Largest force on an atom = 1.5 eV Å⁻¹
Relative energy (zero: lowest compared OMol25 entry of this formula, charge and spin) = 56.1 kJ/mol
Expectation value of S² = 0.764
Gap between HOMO and LUMO (alpha / beta) = 5.18 / 7.32 eV

***

Entry from the Open Molecules 2025 dataset: a molecular structure, C39H39Cl2N4O3P2SSn (ωB97M-V/def2-TZVPD).

ORCA input file:
```
! wB97M-V def2-TZVPD RIJCOSX def2/J DEFGRID3
* xyz 1 1
Sn -0.76 0.36 0.18
C 2.60 -1.83 -2.00
C 3.47 -0.58 -1.90
P 2.99 0.51 -0.47
C 4.23 1.86 -0.59
C 3.80 3.13 -0.22
C 4.67 4.22 -0.25
C 5.98 4.05 -0.67
C 6.41 2.79 -1.07
C 5.55 1.71 -1.04
C 3.58 -0.54 0.93
C 2.61 -1.22 1.67
C 2.97 -2.10 2.69
C 4.31 -2.30 2.99
C 5.28 -1.62 2.27
C 4.92 -0.75 1.25
P 0.78 -1.45 -1.93
C 0.71 -0.49 -3.49
C 0.64 0.90 -3.40
C 0.72 1.69 -4.54
C 0.86 1.09 -5.78
C 0.93 -0.29 -5.88
C 0.87 -1.08 -4.74
C 0.01 -3.06 -2.28
C 0.38 -4.16 -1.51
C -0.27 -5.38 -1.68
C -1.31 -5.49 -2.59
C -1.71 -4.39 -3.33
C -1.05 -3.17 -3.17
H 2.85 -2.53 -1.19
H 2.79 -2.33 -2.95
H 3.35 0.02 -2.81
H 4.51 -0.87 -1.81
H 2.77 3.27 0.10
H 4.32 5.21 0.04
H 6.66 4.90 -0.71
H 7.43 2.66 -1.42
H 5.90 0.74 -1.39
H 1.56 -1.06 1.46
H 2.20 -2.62 3.25
H 4.59 -2.98 3.78
H 6.33 -1.77 2.50
H 5.70 -0.24 0.69
H 0.52 1.37 -2.43
H 0.66 2.77 -4.45
H 0.90 1.70 -6.68
H 1.04 -0.76 -6.85
H 0.94 -2.16 -4.83
H 1.18 -4.09 -0.79
H 0.03 -6.23 -1.08
H -1.82 -6.45 -2.72
H -2.53 -4.47 -4.04
H -1.37 -2.31 -3.75
Cl -7.29 -2.12 -2.90
C -5.70 -1.53 -2.50
C -4.96 -0.83 -3.47
C -3.72 -0.34 -3.19
Cl -2.84 0.50 -4.42
C -3.12 -0.48 -1.90
O -1.96 -0.01 -1.64
C -3.89 -1.22 -0.96
C -3.39 -1.50 0.34
O -2.34 -1.10 0.86
C -5.17 -1.73 -1.27
H -5.38 -0.69 -4.46
H -4.04 -2.13 0.96
H -5.72 -2.28 -0.51
N 4.14 1.93 5.45
C 3.49 1.55 4.34
N 4.22 1.31 3.23
N 2.19 1.45 4.40
C 1.45 1.09 3.38
N 0.75 0.77 2.51
H 5.14 1.94 5.51
H 3.59 2.06 6.29
H 5.22 1.43 3.22
H 3.76 1.07 2.37
O -2.30 1.63 1.43
S -3.36 1.23 2.47
C -2.49 0.57 3.92
C -2.80 1.49 5.10
C -2.84 2.90 4.50
C -3.78 2.77 3.31
H -1.44 0.62 3.63
H -2.78 -0.47 4.06
H -2.05 1.39 5.88
H -3.77 1.25 5.53
H -1.84 3.19 4.15
H -3.19 3.65 5.21
H -3.71 3.56 2.56
H -4.82 2.67 3.62
*
```

Computed properties:
E_tot = -4169.74521 a.u.
LUMO = -2.589 eV
M = 895.40 g mol⁻¹
Largest force on an atom = 0.8 eV Å⁻¹
Relative energy (zero: lowest compared OMol25 entry of this formula, charge and spin) = 0.0 kJ/mol
Gap between HOMO and LUMO = 7.36 eV

***

Entry from the Open Molecules 2025 dataset: a molecular structure, C39H39ClFN6O5PbS (ωB97M-V/def2-TZVPD).

ORCA input file:
```
! wB97M-V def2-TZVPD RIJCOSX def2/J DEFGRID3
* xyz 1 1
Pb 12.63 13.14 11.00
C 12.49 14.66 15.68
C 11.98 15.50 14.70
C 10.81 14.85 14.09
C 10.74 13.56 14.57
C 11.77 13.43 15.62
C 12.02 12.30 16.51
C 9.71 12.49 14.27
C 9.89 15.47 13.06
C 12.43 16.87 14.36
C 13.73 14.86 16.47
H 12.43 12.77 17.42
H 12.83 11.63 16.08
H 11.13 11.72 16.73
H 8.87 12.90 13.66
H 9.23 12.13 15.18
H 10.11 11.60 13.76
H 8.88 15.17 13.28
H 10.11 14.99 12.11
H 10.03 16.55 13.06
H 11.74 17.63 14.78
H 12.40 16.93 13.22
H 13.43 17.05 14.70
H 13.55 15.19 17.52
H 14.38 15.69 15.94
H 14.40 13.93 16.42
N 18.33 7.50 9.51
C 17.66 8.22 10.47
C 18.02 9.52 10.84
C 17.22 10.32 11.64
C 16.06 9.74 12.06
C 15.66 8.44 11.85
C 16.48 7.70 11.04
S 14.80 10.87 12.64
O 15.26 12.25 12.46
O 14.32 10.47 13.93
N 13.70 10.68 11.45
C 12.54 9.92 11.49
N 11.41 10.52 11.11
C 10.25 9.87 11.04
C 10.14 8.48 11.33
C 11.38 7.94 11.74
N 12.51 8.61 11.82
H 19.30 7.79 9.41
H 18.14 6.47 9.63
H 18.90 9.93 10.41
H 17.42 11.37 11.86
H 14.71 8.13 12.28
H 16.17 6.70 10.76
H 9.37 10.47 10.74
H 9.23 7.96 11.30
H 11.52 6.86 11.89
C 12.07 19.95 6.83
C 10.82 19.09 6.77
C 9.62 19.95 6.93
C 8.36 19.13 6.83
C 8.40 17.84 7.63
C 7.23 17.11 7.88
C 7.35 15.87 8.57
F 6.17 15.18 8.71
C 8.53 15.42 9.13
C 9.66 16.18 8.92
C 10.93 15.64 9.41
O 10.96 14.46 9.92
C 12.09 16.49 9.21
C 11.99 17.64 8.47
N 10.85 18.04 7.85
C 9.63 17.38 8.15
C 13.44 16.10 9.69
O 14.41 16.51 8.99
O 13.55 15.39 10.77
H 11.98 20.77 6.10
H 12.97 19.41 6.51
H 12.23 20.38 7.86
H 10.77 18.53 5.84
H 9.59 20.70 6.14
H 9.72 20.46 7.90
H 8.15 18.87 5.73
H 7.55 19.77 7.19
H 6.29 17.49 7.46
H 8.67 14.52 9.74
H 12.83 18.27 8.26
Cl 16.87 14.03 6.65
C 15.69 12.96 7.33
C 15.43 11.71 6.78
C 14.34 10.99 7.31
C 13.47 11.65 8.18
N 13.81 12.78 8.77
C 14.88 13.46 8.37
H 16.04 11.25 5.97
H 14.17 9.95 7.02
H 12.55 11.16 8.59
H 15.10 14.43 8.82
*
```

Computed properties:
E_tot = -3365.13908 a.u.
LUMO (alpha / beta) = -5.450 / -5.472 eV
M = 965.50 g mol⁻¹
Largest force on an atom = 3.1 eV Å⁻¹
Relative energy (zero: lowest compared OMol25 entry of this formula, charge and spin) = 151.9 kJ/mol
Gap between HOMO and LUMO (alpha / beta) = 3.98 / 3.96 eV

***

> Among the records above, which one has the lowest relative energy (zero: lowest compared OMol25 entry of this formula, charge and spin)?

C39H39Cl2N4O3P2SSn